P | Here is 10 unconnected molecules or ions with the total composition C40H80O28 from the OMol25 dataset. Energies are from ωB97M-V/def2-TZVPD.

Geometry as XYZ:
```
148
C40H80O28 (ωB97M-V/def2-TZVPD)
C -3.84 2.94 -5.44
C -2.38 2.82 -5.02
O -1.56 3.95 -5.36
C -1.51 4.96 -4.50
O -1.92 4.88 -3.29
O -0.80 6.01 -5.09
C -0.37 7.22 -4.43
H -4.50 2.18 -5.03
H -3.96 2.89 -6.52
H -4.29 3.89 -5.16
H -2.09 1.88 -5.50
H -2.36 2.67 -3.95
H -1.22 7.81 -4.07
H 0.18 7.72 -5.23
H 0.30 7.07 -3.59
C -1.89 -4.78 -2.70
C -0.74 -4.01 -2.02
O 0.38 -4.34 -2.82
C 1.67 -3.91 -2.50
O 1.90 -2.85 -1.84
O 2.63 -4.75 -2.92
C 2.39 -5.90 -3.62
H -1.83 -5.86 -2.82
H -2.23 -4.33 -3.63
H -2.74 -4.66 -2.04
H -0.62 -4.41 -1.01
H -0.88 -2.93 -1.98
H 1.84 -5.72 -4.54
H 1.79 -6.61 -3.05
H 3.36 -6.37 -3.79
C 1.19 -2.52 2.45
C 0.28 -2.17 1.22
O -0.98 -2.73 1.34
C -1.93 -2.14 2.24
O -1.84 -1.00 2.63
O -2.91 -2.99 2.42
C -4.20 -2.61 2.90
H 0.78 -1.96 3.28
H 2.21 -2.15 2.31
H 1.15 -3.59 2.67
H 0.83 -2.63 0.40
H 0.19 -1.10 1.01
H -4.41 -2.63 3.97
H -4.89 -3.26 2.37
H -4.59 -1.67 2.49
C 1.70 -1.98 5.97
C 3.18 -1.50 6.05
O 3.40 -0.36 5.21
C 3.05 0.95 5.53
O 2.49 1.27 6.62
O 3.55 1.89 4.64
C 4.21 1.50 3.37
H 1.05 -1.38 5.33
H 1.22 -1.78 6.93
H 1.56 -3.03 5.73
H 3.79 -2.34 5.72
H 3.51 -1.11 7.01
H 3.62 0.81 2.78
H 5.05 0.94 3.77
H 4.47 2.38 2.78
C -4.40 -3.06 -8.40
C -4.13 -2.70 -6.97
O -2.79 -2.78 -6.53
C -2.22 -1.67 -6.07
O -2.77 -0.55 -5.80
O -0.96 -2.04 -5.71
C -0.02 -1.05 -5.36
H -5.18 -2.43 -8.82
H -4.93 -4.02 -8.40
H -3.51 -3.21 -9.01
H -4.72 -3.49 -6.51
H -4.59 -1.75 -6.72
H -0.37 -0.08 -5.01
H 0.61 -0.79 -6.20
H 0.72 -1.29 -4.59
C 7.98 -3.79 2.75
C 7.50 -2.35 2.84
O 6.99 -1.97 1.61
C 5.63 -1.92 1.42
O 4.69 -2.19 2.30
O 5.36 -1.53 0.17
C 4.03 -1.19 -0.18
H 8.23 -4.29 3.69
H 8.83 -3.80 2.07
H 7.10 -4.29 2.36
H 8.42 -1.78 2.97
H 6.75 -2.27 3.63
H 3.37 -2.04 -0.02
H 3.92 -0.84 -1.21
H 3.60 -0.44 0.48
C -5.30 -4.12 7.90
C -5.81 -2.78 7.43
O -4.70 -2.08 6.95
C -4.88 -1.11 6.02
O -5.98 -0.81 5.54
O -3.76 -0.73 5.67
C -3.63 0.52 4.91
H -4.78 -4.65 7.10
H -6.26 -4.62 8.06
H -4.66 -3.98 8.77
H -6.19 -2.15 8.23
H -6.65 -2.98 6.77
H -4.59 0.98 4.66
H -3.10 0.47 3.96
H -3.27 1.33 5.55
C 3.41 5.96 -4.08
C 4.87 5.52 -4.04
O 5.01 4.85 -2.76
C 4.77 3.52 -2.69
O 4.37 2.72 -3.60
O 4.94 3.07 -1.45
C 4.59 1.76 -1.13
H 3.21 6.24 -5.11
H 3.29 6.78 -3.37
H 2.71 5.14 -3.96
H 5.37 6.49 -4.12
H 5.05 4.93 -4.93
H 3.53 1.60 -1.34
H 4.56 1.53 -0.06
H 5.29 1.11 -1.65
C 0.44 -0.10 -1.92
C 0.53 1.41 -1.62
O -0.09 1.63 -0.36
C 0.54 1.51 0.82
O 1.76 1.19 0.99
O -0.37 1.72 1.77
C 0.01 1.51 3.11
H 0.35 -0.84 -1.13
H 1.30 -0.40 -2.52
H -0.37 -0.18 -2.65
H 0.05 2.04 -2.37
H 1.58 1.70 -1.59
H 1.01 1.87 3.38
H 0.09 0.44 3.27
H -0.69 1.65 3.93
C -4.58 4.45 2.46
C -4.27 3.31 1.58
C -3.18 3.97 0.68
O -3.59 5.34 0.60
C -4.10 5.77 1.77
H -4.13 4.40 3.46
H -5.65 4.54 2.65
H -5.18 2.95 1.10
H -3.93 2.47 2.18
H -3.21 3.62 -0.35
H -2.15 3.85 1.02
H -4.89 6.52 1.63
H -3.30 6.22 2.36
```

**SMILES**: CCOC(=O)OC.CCOC(=O)OC.CCOC(=O)OC.CCOC(=O)OC.CCOC(=O)OC.CCOC(=O)OC.CCOC(=O)OC.CCOC(=O)OC.CCOC(=O)OC.C1CCOC1
**HOMO**: -0.335 hartree
**LUMO**: 0.0168 Ha
**Net charge**: 0

Q | Here is 10 unconnected molecules or ions with the total composition C40H80O28 from the OMol25 dataset. Energies are from ωB97M-V/def2-TZVPD.

Geometry as XYZ:
```
148
C40H80O28 (ωB97M-V/def2-TZVPD)
C 1.80 -0.69 4.39
C 1.67 -2.15 4.88
O 1.82 -3.07 3.80
C 0.75 -3.29 3.04
O -0.48 -2.97 3.29
O 1.14 -3.98 2.03
C 0.21 -4.30 1.03
H 0.94 -0.49 3.74
H 2.69 -0.30 3.89
H 1.64 0.00 5.21
H 0.68 -2.33 5.28
H 2.29 -2.39 5.74
H -0.55 -5.02 1.31
H 0.88 -4.51 0.20
H -0.20 -3.33 0.73
C 3.24 3.04 0.52
C 3.21 3.44 2.05
O 3.56 4.82 2.05
C 4.11 5.39 3.12
O 4.27 4.90 4.25
O 4.49 6.62 2.70
C 5.21 7.53 3.58
H 2.42 3.58 0.06
H 2.93 1.99 0.47
H 4.17 3.21 -0.01
H 3.78 2.78 2.70
H 2.19 3.22 2.38
H 5.41 8.31 2.84
H 6.16 7.14 3.94
H 4.66 7.95 4.42
C 9.23 -1.34 4.54
C 8.88 -1.18 3.06
O 7.80 -2.05 2.70
C 6.53 -1.64 2.39
O 6.16 -0.48 2.35
O 5.74 -2.70 2.22
C 4.36 -2.44 1.82
H 9.96 -0.55 4.71
H 9.68 -2.33 4.60
H 8.42 -1.25 5.27
H 9.80 -1.47 2.55
H 8.59 -0.16 2.84
H 4.35 -1.84 0.91
H 3.88 -1.92 2.64
H 3.82 -3.30 1.41
C -6.33 -0.65 7.78
C -5.07 0.25 7.77
O -4.11 -0.22 6.79
C -4.07 0.31 5.59
O -4.84 1.18 5.18
O -3.02 -0.19 4.98
C -2.37 0.50 3.97
H -6.03 -1.69 7.81
H -6.98 -0.33 6.96
H -6.90 -0.35 8.66
H -4.50 0.14 8.69
H -5.31 1.31 7.69
H -3.01 0.59 3.08
H -1.44 -0.01 3.72
H -2.21 1.56 4.17
C 1.86 -3.47 -2.42
C 2.82 -4.17 -3.33
O 2.54 -5.59 -3.28
C 3.35 -6.45 -3.83
O 4.24 -6.21 -4.65
O 2.92 -7.67 -3.36
C 3.65 -8.82 -3.72
H 0.83 -3.83 -2.55
H 1.75 -2.40 -2.53
H 2.06 -3.65 -1.36
H 3.84 -3.98 -3.02
H 2.71 -3.73 -4.32
H 4.61 -8.84 -3.21
H 3.76 -8.98 -4.79
H 3.10 -9.64 -3.28
C -7.36 -0.32 -7.15
C -6.71 0.96 -6.59
O -5.40 0.61 -6.10
C -5.09 0.97 -4.85
O -5.84 1.55 -4.06
O -3.75 0.73 -4.66
C -3.17 1.01 -3.43
H -7.70 -0.97 -6.34
H -6.64 -0.81 -7.80
H -8.24 -0.09 -7.75
H -7.37 1.38 -5.83
H -6.68 1.70 -7.39
H -3.18 0.11 -2.82
H -3.60 1.84 -2.87
H -2.11 1.24 -3.57
C -0.84 -2.36 -5.21
C -0.22 -0.97 -5.27
O 1.00 -0.98 -4.61
C 1.91 0.03 -4.79
O 1.86 0.97 -5.64
O 2.85 -0.17 -3.82
C 3.93 0.74 -3.72
H -1.83 -2.55 -5.62
H -0.92 -2.73 -4.19
H -0.18 -3.05 -5.74
H -0.92 -0.41 -4.65
H -0.11 -0.42 -6.21
H 4.72 0.29 -3.13
H 3.73 1.72 -3.28
H 4.47 0.86 -4.66
C -4.42 5.14 -0.47
C -3.47 4.21 -1.20
O -2.24 4.91 -1.30
C -1.31 4.52 -2.24
O -1.47 3.83 -3.26
O -0.09 4.95 -1.80
C 1.01 4.80 -2.67
H -4.59 6.09 -0.96
H -3.98 5.47 0.48
H -5.33 4.55 -0.32
H -3.90 4.03 -2.19
H -3.35 3.27 -0.67
H 0.93 5.19 -3.68
H 1.22 3.73 -2.70
H 1.87 5.27 -2.19
C -6.39 1.27 -1.00
C -6.09 1.52 0.48
O -5.70 0.31 1.11
C -4.48 -0.21 0.94
O -3.53 0.27 0.38
O -4.41 -1.32 1.70
C -3.36 -2.27 1.51
H -6.62 2.19 -1.55
H -7.25 0.62 -1.15
H -5.49 0.87 -1.46
H -6.92 1.99 1.01
H -5.34 2.30 0.59
H -2.46 -1.91 2.01
H -3.20 -2.30 0.43
H -3.61 -3.28 1.84
C 0.60 0.79 -1.03
C 0.99 -0.57 -0.50
C 0.69 -0.52 0.97
O 0.68 0.83 1.29
C 0.06 1.43 0.22
H -0.05 0.78 -1.91
H 1.49 1.34 -1.32
H 2.04 -0.78 -0.66
H 0.39 -1.33 -1.01
H 1.43 -1.05 1.57
H -0.24 -1.04 1.22
H 0.12 2.52 0.19
H -1.02 1.26 0.25
```

**SMILES**: CCOC(=O)OC.CCOC(=O)OC.CCOC(=O)OC.CCOC(=O)OC.CCOC(=O)OC.CCOC(=O)OC.CCOC(=O)OC.CCOC(=O)OC.CCOC(=O)OC.C1CCOC1
**HOMO**: -0.367 hartree
**LUMO**: 0.0154 Ha
**Net charge**: 0

Energy ordering: Q at the bottom, the next structure 373.7 kJ/mol above.

P | Here is 2 unconnected molecules or ions with the total composition ClNO4S from the OMol25 dataset. Energies are from ωB97M-V/def2-TZVPD.

Geometry as XYZ:
```
7
ClNO4S (ωB97M-V/def2-TZVPD)
N 0.66 -0.95 -0.99
O 0.30 -1.27 0.10
O 0.15 -0.28 -1.85
O 0.06 1.19 0.45
O 0.70 0.43 2.67
S -0.28 0.53 1.63
Cl -1.60 0.34 -2.00
```

**HOMO (spin up / spin down)**: -0.403 / -0.403 hartree
**LUMO (spin up / spin down)**: -0.0765 / -0.0765 Ha
**Net charge**: 0

Q | Here is ClNO4S in the gas phase from the OMol25 dataset. Energies are from ωB97M-V/def2-TZVPD.

Geometry as XYZ:
```
7
ClNO4S (ωB97M-V/def2-TZVPD)
N -0.88 -0.51 0.23
O -0.70 -1.56 0.78
O -1.79 0.13 -0.20
O 1.18 1.80 0.93
O 0.97 0.71 -1.52
S 0.93 0.38 -0.16
Cl 2.07 -1.17 0.38
```

**SMILES**: O=[N+]([O-])S(=O)(=O)Cl
**HOMO (spin up / spin down)**: -0.407 / -0.407 hartree
**LUMO (spin up / spin down)**: -0.0772 / -0.0772 Ha
**Net charge**: 0

Energy ordering: P at the bottom, the next structure 96.4 kJ/mol above.